# 1
# C48H119N9O2

A cluster of 9 separate species, C48H119N9O2 in total at a distorted geometry (ωB97M-V with the def2-TZVPD basis set, OMol25).

XYZ file:
```
178
Properties=species:S:1:pos:R:3
C -6.40 -0.07 3.15
C -5.56 0.14 4.53
N -5.01 1.53 4.81
C -3.80 1.95 3.97
C -2.78 0.87 3.78
C -4.62 1.72 6.19
C -5.73 1.46 7.18
H -6.54 -1.14 3.00
H -5.90 0.26 2.24
H -7.38 0.40 3.23
H -6.28 -0.30 5.22
H -4.75 -0.59 4.46
H -4.04 2.21 2.94
H -3.38 2.90 4.29
H -2.52 0.29 4.66
H -3.12 0.21 2.98
H -1.85 1.28 3.38
H -4.39 2.78 6.17
H -3.70 1.21 6.47
H -6.69 1.28 6.71
H -5.76 2.33 7.84
H -5.41 0.56 7.70
C 0.10 -0.63 6.17
C 0.79 -0.98 4.89
N 0.57 -2.39 4.63
C 1.41 -3.27 5.54
C 0.71 -4.66 5.94
C 0.68 -2.89 3.25
C -0.31 -2.25 2.30
H -0.80 -1.20 6.40
H -0.06 0.45 6.28
H 0.55 -0.94 7.12
H 0.52 -0.30 4.08
H 1.86 -0.78 4.92
H 2.43 -3.46 5.23
H 1.60 -2.70 6.46
H 1.26 -5.36 6.58
H -0.27 -4.32 6.26
H 0.41 -5.24 5.07
H 0.48 -3.96 3.27
H 1.66 -2.78 2.79
H -0.23 -1.17 2.30
H -1.31 -2.52 2.65
H -0.13 -2.61 1.29
C -7.90 -3.18 -2.26
C -6.39 -3.44 -2.10
N -5.99 -3.45 -0.67
C -6.55 -4.41 0.22
C -6.24 -5.84 -0.17
C -5.98 -2.12 -0.11
C -4.76 -1.39 -0.50
H -8.20 -2.18 -1.94
H -8.59 -3.78 -1.67
H -8.28 -3.18 -3.28
H -6.03 -4.33 -2.62
H -5.97 -2.62 -2.68
H -6.03 -4.24 1.16
H -7.62 -4.24 0.38
H -5.17 -5.98 -0.32
H -6.36 -6.54 0.66
H -6.86 -6.15 -1.01
H -6.14 -2.18 0.97
H -6.79 -1.58 -0.60
H -4.56 -1.22 -1.56
H -3.83 -1.79 -0.09
H -4.82 -0.43 0.02
C 3.45 3.24 -4.71
C 4.65 2.98 -3.74
N 4.38 1.84 -2.84
C 5.32 1.68 -1.72
C 5.12 2.80 -0.65
C 4.14 0.60 -3.49
C 5.25 0.09 -4.31
H 2.54 3.60 -4.24
H 3.20 2.32 -5.24
H 3.71 3.96 -5.49
H 5.51 2.58 -4.28
H 4.97 3.90 -3.25
H 6.35 1.72 -2.08
H 5.12 0.71 -1.26
H 6.05 2.89 -0.08
H 4.32 2.55 0.04
H 4.86 3.73 -1.17
H 3.95 -0.07 -2.66
H 3.21 0.64 -4.05
H 6.15 -0.04 -3.71
H 4.90 -0.87 -4.67
H 5.53 0.73 -5.15
C 1.87 6.15 -1.48
C 2.21 5.46 -0.19
N 2.40 6.36 0.97
C 3.48 7.30 0.79
C 3.02 8.73 1.15
C 2.32 5.66 2.24
C 0.89 5.27 2.69
H 0.82 6.43 -1.47
H 1.97 5.40 -2.28
H 2.36 7.07 -1.78
H 1.36 4.78 -0.12
H 3.08 4.81 -0.25
H 4.39 6.90 1.25
H 3.70 7.36 -0.27
H 3.04 8.95 2.22
H 3.82 9.37 0.79
H 2.06 8.97 0.70
H 2.62 6.34 3.04
H 2.90 4.74 2.25
H 0.77 5.04 3.75
H 0.62 4.36 2.15
H 0.09 5.96 2.41
C -4.27 1.33 -6.68
C -3.03 0.51 -6.84
N -2.92 -0.64 -5.86
C -3.05 -0.32 -4.47
C -2.03 0.84 -4.09
C -1.91 -1.70 -6.22
C -2.02 -2.38 -7.69
H -4.46 1.99 -7.53
H -4.26 1.99 -5.82
H -5.17 0.76 -6.46
H -3.18 0.05 -7.81
H -2.13 1.13 -6.84
H -4.07 0.00 -4.23
H -3.08 -1.10 -3.71
H -2.19 1.09 -3.04
H -0.99 0.60 -4.30
H -2.31 1.69 -4.72
H -1.94 -2.51 -5.49
H -0.93 -1.23 -6.13
H -1.21 -3.11 -7.60
H -1.95 -1.76 -8.58
H -3.00 -2.84 -7.61
C 2.94 -3.27 -1.71
C 3.69 -3.96 -2.88
N 4.41 -5.10 -2.30
C 3.77 -6.04 -1.33
C 2.84 -7.03 -2.09
C 5.53 -5.63 -3.10
C 5.07 -6.18 -4.49
H 3.53 -2.81 -0.92
H 2.32 -4.05 -1.29
H 2.42 -2.41 -2.14
H 3.12 -4.33 -3.73
H 4.37 -3.19 -3.26
H 4.54 -6.61 -0.82
H 3.18 -5.62 -0.53
H 3.41 -7.76 -2.67
H 2.35 -7.64 -1.32
H 2.04 -6.53 -2.63
H 6.00 -6.50 -2.64
H 6.32 -4.91 -3.28
H 4.23 -6.86 -4.30
H 5.95 -6.54 -5.02
H 4.62 -5.40 -5.10
C -0.44 -0.35 -0.80
O -1.68 -0.27 -0.85
N 0.29 0.61 -0.20
C 1.71 0.51 -0.11
C -0.21 1.98 0.24
H 0.19 -1.14 -1.23
H 1.96 0.76 0.92
H 2.17 1.28 -0.73
H 2.25 -0.39 -0.39
H 0.48 2.81 0.05
H -1.09 2.21 -0.36
H -0.48 2.08 1.29
C 3.21 2.21 3.39
O 2.02 2.21 3.37
N 3.93 3.00 4.25
C 5.37 3.19 4.03
C 3.38 3.81 5.24
H 3.85 1.59 2.74
H 5.86 3.15 5.00
H 5.63 4.13 3.56
H 5.74 2.41 3.37
H 3.83 3.69 6.23
H 3.53 4.84 4.93
H 2.30 3.68 5.35
```

SMILES	CCN(CC)CC.CCN(CC)CC.CCN(CC)CC.CCN(CC)CC.CCN(CC)CC.CCN(CC)CC.CCN(CC)CC.CN(C)C=O.CN(C)C=O
frontier orbital gap	7.98	eV

# 2
# C29H23GeN3O4PdSSe

A structure of composition C29H23GeN3O4PdSSe (ωB97M-V with the def2-TZVPD basis set, OMol25).

XYZ file:
```
63
Properties=species:S:1:pos:R:3
Pd 0.92 1.01 0.71
N 2.67 0.23 3.96
C 1.38 0.37 4.42
C 0.89 1.00 5.56
C -0.48 0.99 5.77
C -1.36 0.39 4.85
C -0.88 -0.23 3.71
C 0.50 -0.24 3.50
N 1.24 -0.77 2.46
C 2.48 -0.44 2.83
C 3.84 -0.41 0.89
C 5.11 -0.13 0.48
S 5.06 0.45 -1.12
C 3.36 0.26 -1.14
N 2.86 -0.22 -0.04
H 3.44 1.88 3.82
H 1.56 1.50 6.25
H -0.89 1.49 6.65
H -2.42 0.42 5.04
H -1.56 -0.67 2.98
H 6.00 -0.16 1.08
H 2.77 0.51 -2.00
O 3.58 2.80 3.54
Se 3.06 2.90 1.82
O 3.47 4.44 1.51
O 3.59 -0.89 2.13
O 1.39 2.73 1.97
C 0.10 1.93 -0.80
Ge -0.80 0.23 -1.28
C 0.35 -0.73 -2.57
C 0.66 -2.09 -2.55
C 1.50 -2.65 -3.50
C 2.04 -1.86 -4.52
C 1.72 -0.51 -4.57
C 0.89 0.04 -3.61
C -2.27 0.88 -2.46
C -2.48 2.24 -2.70
C -3.49 2.67 -3.55
C -4.32 1.75 -4.18
C -4.13 0.40 -3.95
C -3.11 -0.03 -3.10
C -1.73 -1.14 -0.17
C -3.10 -1.08 0.09
C -3.71 -1.98 0.96
C -2.95 -2.96 1.59
C -1.58 -3.02 1.36
C -0.98 -2.11 0.50
H -0.58 2.66 -0.32
H 0.26 -2.72 -1.77
H 1.74 -3.71 -3.45
H 2.70 -2.30 -5.26
H 2.13 0.11 -5.36
H 0.66 1.11 -3.63
H -1.82 2.96 -2.23
H -3.64 3.73 -3.72
H -5.11 2.09 -4.84
H -4.76 -0.33 -4.44
H -2.97 -1.09 -2.93
H -3.70 -0.32 -0.39
H -4.77 -1.91 1.15
H -3.42 -3.66 2.27
H -0.97 -3.74 1.89
H 0.10 -2.11 0.42
```

total charge	-2
frontier orbital gap	5.23	eV

# 3
# CH9N2O

A cluster of 2 separate species, CH9N2O in total at a distorted geometry (ωB97M-V with the def2-TZVPD basis set, OMol25).

XYZ file:
```
13
Properties=species:S:1:pos:R:3
N 1.77 -1.03 1.22
H 2.38 -0.28 1.48
H 1.20 -1.35 2.01
H 0.68 -0.94 -0.22
H 2.29 -1.88 1.03
N -0.16 -0.59 -0.77
C -0.42 0.69 -0.06
O -1.49 1.30 -0.64
H -0.97 -1.17 -0.73
H 0.14 -0.36 -1.74
H -0.75 0.48 0.99
H 0.52 1.26 -0.14
H -2.32 0.98 -0.30
```

total charge	+1
frontier orbital gap	12.15	eV

# 4
# C19H24N4O5S2

The molecule C19H24N4O5S2 at a distorted geometry (ωB97M-V with the def2-TZVPD basis set, OMol25).

XYZ file:
```
54
Properties=species:S:1:pos:R:3
C 3.95 -1.30 -1.50
H 3.14 -1.97 -1.80
O 3.48 -0.35 -0.56
C 2.50 0.51 -0.94
C 2.06 1.41 0.04
C 1.07 2.33 -0.25
C 0.51 2.35 -1.52
C 0.94 1.47 -2.49
C 1.93 0.55 -2.22
H 2.25 -0.13 -2.99
H 0.50 1.53 -3.48
S -0.75 3.57 -1.91
O -0.56 4.69 -1.04
O -0.73 3.77 -3.33
N -2.23 2.92 -1.55
C -2.78 1.91 -2.42
C -2.50 0.49 -1.92
H -1.42 0.32 -1.94
H -2.98 -0.23 -2.58
C -3.04 0.36 -0.50
C -2.90 -1.01 0.17
O -3.66 -1.36 1.05
N -1.88 -1.77 -0.26
H -1.19 -1.41 -0.90
C -1.48 -2.98 0.43
H -1.18 -3.72 -0.31
H -2.35 -3.34 0.99
C -0.33 -2.70 1.40
C 0.86 -2.12 0.68
O 0.91 -1.96 -0.52
N 1.93 -1.75 1.45
C 2.10 -1.80 2.80
N 1.30 -2.32 3.66
C 1.78 -2.20 4.93
C 2.97 -1.57 5.05
S 3.56 -1.10 3.49
H 3.54 -1.36 5.93
H 1.19 -2.59 5.74
H 2.69 -1.31 0.92
H -0.65 -1.99 2.17
H -0.03 -3.61 1.92
C -2.34 1.40 0.40
C -2.59 2.80 -0.16
H -3.66 3.04 -0.06
H -2.02 3.56 0.38
H -1.26 1.19 0.41
H -2.72 1.33 1.41
H -4.11 0.59 -0.50
H -3.86 2.07 -2.49
H -2.34 2.09 -3.41
H 0.74 3.04 0.48
H 2.52 1.37 1.01
H 4.39 -0.81 -2.37
H 4.72 -1.87 -0.98
```

SMILES	COc1ccc(S(=O)(=O)N2CCC(C(=O)NCCC(=O)Nc3nccs3)CC2)cc1
frontier orbital gap	9.32	eV

How do the records compare in LUMO? In the order shown, they have 0.429, 4.201, -3.482, 0.382 eV.
How do the records compare in energy relative to the best compared isomer or geometry (same formula, charge and spin)? In the order shown, they have 6.5537, 0.6211, 0.5574, 0.1714 eV.